# 1
Molecular formula: C58H54AsN4O3RuSi
Method: DFT, wB97M-V/def2-TZVPD

HOMO-LUMO gap (spin up / spin down)   0.197 / 0.165 Ha
Molecular weight   1059.17 g/mol
Expectation value of S²   6.089
Energy   -144413.95546 eV
E_LUMO (spin up / spin down)   -0.1158 / -0.2091 Eh
Max |F|   2.63 eV/A

```
! wB97M-V def2-TZVPD RIJCOSX def2/J DEFGRID3
* xyz 1 5
Ru -0.282 0.736 -0.582
O 1.381 5.344 -5.332
C 0.259 5.337 -4.879
O -0.687 6.116 -4.765
C -0.012 4.004 -4.128
C 1.086 3.156 -3.808
C 0.850 2.094 -2.937
N -0.339 1.822 -2.342
C -1.381 2.644 -2.655
C -1.269 3.688 -3.568
C -2.649 2.438 -1.963
C -3.850 3.015 -2.444
C -5.012 2.928 -1.714
C -4.964 2.277 -0.470
C -3.757 1.714 -0.073
N -2.643 1.662 -0.832
C 1.926 1.185 -2.561
C 3.138 1.176 -3.252
C 4.136 0.281 -2.863
C 3.867 -0.624 -1.826
C 2.621 -0.544 -1.183
N 1.672 0.384 -1.497
H 2.106 3.304 -4.183
H -2.180 4.246 -3.768
H -3.828 3.553 -3.396
H -5.920 3.361 -2.126
H -5.849 2.195 0.170
H -3.640 1.272 0.930
H 3.248 1.907 -4.053
H 5.112 0.331 -3.335
H 4.615 -1.349 -1.473
H 2.319 -1.225 -0.386
O -3.170 -1.102 -1.669
H -2.893 -0.164 -1.640
H -2.832 -1.473 -2.494
C -2.175 6.652 -0.819
C -0.892 6.249 -1.188
C -0.303 5.158 -0.520
C -1.077 4.313 0.284
C -2.343 4.769 0.671
C -2.854 5.963 0.174
Si -0.412 2.609 0.775
C -1.273 2.354 2.402
C -1.537 3.484 3.201
C -2.192 3.337 4.425
C -2.397 2.078 4.979
C -1.953 0.942 4.277
C -1.467 1.077 2.950
C 1.284 3.193 1.243
C 1.677 3.414 2.558
C 3.004 3.793 2.817
C 3.945 3.846 1.788
C 3.528 3.719 0.463
C 2.200 3.416 0.199
H -2.625 7.498 -1.318
H -0.365 6.739 -2.012
H 0.771 4.992 -0.653
H -2.977 4.204 1.367
H -3.798 6.338 0.597
H -1.235 4.509 2.879
H -2.526 4.231 4.948
H -2.839 1.947 5.971
H -1.978 -0.063 4.720
H -1.205 0.166 2.371
H 1.013 3.332 3.422
H 3.308 3.978 3.861
H 4.985 4.070 2.035
H 4.242 3.820 -0.370
H 1.905 3.220 -0.833
C -1.962 -7.172 4.125
C -1.817 -6.187 3.005
C -1.475 -6.500 1.695
C -1.353 -5.529 0.679
C -1.113 -6.054 -0.721
C -1.435 -4.147 1.011
As -0.837 -2.666 -0.290
N 0.061 -1.077 0.625
C 0.981 -1.182 1.666
C 1.116 -2.225 2.600
C 2.102 -2.193 3.595
C 2.973 -1.113 3.749
C 2.853 -0.038 2.837
C 1.893 -0.086 1.827
C 0.716 -3.369 -1.459
C 1.869 -4.062 -0.983
C 2.026 -4.657 0.398
C 2.969 -4.225 -1.819
C 3.004 -3.793 -3.153
C 4.235 -3.892 -4.018
C 1.824 -3.221 -3.653
C 0.701 -3.024 -2.856
C -0.474 -2.351 -3.572
C -1.950 -3.818 2.307
C -2.337 -2.414 2.729
C -2.095 -4.835 3.251
H -2.021 -8.201 3.745
H -2.834 -6.937 4.745
H -1.093 -7.123 4.773
H -1.339 -7.547 1.419
H -1.369 -7.125 -0.732
H -0.065 -5.998 -1.050
H -1.701 -5.483 -1.444
H 0.463 -3.107 2.581
H 2.230 -3.084 4.229
H 3.711 -1.098 4.553
H 3.568 0.799 2.895
H 1.878 0.738 1.099
H 1.140 -4.491 1.032
H 2.854 -4.189 0.947
H 2.228 -5.731 0.352
H 3.816 -4.728 -1.394
H 5.083 -4.243 -3.427
H 4.491 -2.928 -4.461
H 4.097 -4.604 -4.831
H 1.781 -2.903 -4.694
H -0.383 -2.534 -4.660
H -0.472 -1.262 -3.414
H -1.441 -2.752 -3.234
H -2.198 -1.689 1.950
H -1.717 -2.085 3.550
H -3.382 -2.374 3.068
H -2.418 -4.533 4.260
*
```

Atomic partial charges in e from the Mulliken method, atoms 1 to 2: -0.762, -0.512

***

# 2
Molecular formula: C58H60GeN4P4RuSSe2
Method: DFT, wB97M-V/def2-TZVPD

HOMO-LUMO gap (spin up / spin down)   0.134 / 0.138 Ha
Molecular weight   1300.71 g/mol
Energy   -304849.13120 eV
E_LUMO (spin up / spin down)   -0.2734 / -0.2692 Eh
Max |F|   2.92 eV/A

```
! wB97M-V def2-TZVPD RIJCOSX def2/J DEFGRID3
* xyz 2 1
Ru -0.204 0.867 -0.051
C -7.021 5.630 -1.851
S -7.606 4.523 -0.555
C -6.677 3.035 -1.000
C -5.284 3.004 -0.381
C -4.433 1.870 -0.939
N -3.082 1.874 -0.339
P -1.710 2.378 -1.222
C -2.187 4.007 -1.865
C -2.280 5.080 -0.979
C -2.751 6.309 -1.403
C -3.137 6.485 -2.724
C -3.063 5.421 -3.611
C -2.594 4.187 -3.187
C -1.645 1.295 -2.682
C -0.785 1.611 -3.738
C -0.565 0.698 -4.753
C -1.182 -0.550 -4.718
C -2.031 -0.873 -3.674
C -2.267 0.047 -2.661
P -2.413 0.704 0.680
C -3.564 -0.616 0.955
C -3.391 -1.844 0.319
C -4.341 -2.836 0.484
C -5.460 -2.596 1.270
C -5.631 -1.375 1.907
C -4.683 -0.378 1.758
C -2.091 1.542 2.241
C -1.607 0.794 3.315
C -1.308 1.426 4.507
C -1.490 2.799 4.637
C -2.000 3.540 3.579
C -2.306 2.914 2.381
H -7.423 6.618 -1.639
H -7.377 5.309 -2.828
H -5.934 5.698 -1.855
H -6.613 2.981 -2.089
H -7.268 2.177 -0.677
H -5.368 2.891 0.703
H -4.783 3.958 -0.559
H -4.332 1.954 -2.026
H -4.904 0.904 -0.742
H -1.989 4.963 0.055
H -2.817 7.129 -0.702
H -3.502 7.446 -3.060
H -3.376 5.544 -4.639
H -2.576 3.368 -3.893
H -0.273 2.567 -3.762
H 0.091 0.955 -5.572
H -1.009 -1.259 -5.516
H -2.526 -1.834 -3.651
H -2.965 -0.213 -1.870
H -2.507 -2.028 -0.278
H -4.209 -3.796 0.007
H -6.203 -3.371 1.394
H -6.500 -1.203 2.527
H -4.802 0.569 2.270
H -1.457 -0.276 3.211
H -0.936 0.848 5.341
H -1.252 3.288 5.570
H -2.168 4.602 3.689
H -2.732 3.480 1.560
Se 0.068 -6.110 0.907
P 1.716 -4.731 1.320
C 2.247 -4.724 3.035
C 2.119 -5.868 3.810
C 2.615 -5.874 5.104
C 3.236 -4.745 5.619
C 3.361 -3.600 4.846
C 2.866 -3.584 3.554
C 3.108 -5.244 0.286
C 2.907 -5.536 -1.060
C 3.960 -5.997 -1.830
C 5.214 -6.175 -1.263
C 5.415 -5.905 0.080
C 4.364 -5.446 0.859
C 1.072 -3.069 1.010
C 1.302 -1.897 0.287
N 0.293 -1.055 0.644
N -0.490 -1.655 1.513
N -0.045 -2.841 1.751
P 2.433 -1.254 -0.941
Se 1.410 0.551 -1.701
C 4.053 -0.959 -0.231
C 4.719 -2.033 0.358
C 5.970 -1.842 0.909
C 6.563 -0.584 0.867
C 5.907 0.479 0.269
C 4.649 0.295 -0.283
C 2.592 -2.410 -2.299
C 3.809 -2.562 -2.957
C 3.876 -3.347 -4.095
C 2.734 -3.969 -4.575
C 1.517 -3.813 -3.922
C 1.439 -3.026 -2.789
H 1.625 -6.744 3.409
H 2.509 -6.760 5.712
H 3.619 -4.756 6.629
H 3.837 -2.719 5.255
H 2.953 -2.683 2.956
H 1.924 -5.427 -1.495
H 3.796 -6.237 -2.870
H 6.032 -6.544 -1.866
H 6.386 -6.070 0.527
H 4.519 -5.254 1.913
H 4.276 -3.018 0.369
H 6.490 -2.673 1.364
H 7.545 -0.438 1.296
H 6.375 1.453 0.227
H 4.137 1.123 -0.756
H 4.701 -2.074 -2.582
H 4.819 -3.468 -4.609
H 2.789 -4.579 -5.466
H 0.630 -4.301 -4.304
H 0.487 -2.887 -2.287
C 2.461 3.790 3.043
Ge 1.903 3.502 1.185
C 3.432 3.742 -0.021
C 0.572 4.834 0.689
C 1.183 1.656 1.229
H 2.871 4.789 3.174
H 3.226 3.071 3.335
H 1.611 3.677 3.717
H 3.572 4.812 -0.164
H 3.268 3.299 -1.004
H 4.352 3.343 0.402
H 0.970 5.826 0.898
H -0.341 4.706 1.270
H 0.328 4.789 -0.373
H 0.630 1.567 2.177
H 2.010 0.941 1.278
*
```

Atomic partial charges in e from the Mulliken method, atoms 1 to 2: -0.907, -0.464

***

# 3
Molecular formula: C58H63
Method: DFT, wB97M-V/def2-TZVPD

HOMO-LUMO gap   0.118 Ha
Molecular weight   760.14 g/mol
Energy   -61165.80498 eV
E_LUMO   0.0702 Eh
Max |F|   0.86 eV/A

```
! wB97M-V def2-TZVPD RIJCOSX def2/J DEFGRID3
* xyz -1 1
C 2.199 1.570 3.067
C 3.673 1.135 2.927
C 4.701 2.275 3.111
C 4.730 3.128 1.839
H 2.158 2.440 3.735
H 1.892 1.916 2.072
H 3.902 0.321 3.617
H 3.810 0.780 1.904
H 4.384 2.905 3.940
H 5.718 1.892 3.253
H 5.371 4.005 1.924
H 3.709 3.403 1.594
H 5.096 2.510 1.018
C 9.611 3.225 4.364
C 10.853 2.651 4.127
C 11.073 1.933 2.960
C 10.053 1.795 2.028
C 8.813 2.373 2.263
C 8.592 3.086 3.433
H 9.437 3.782 5.276
H 11.649 2.762 4.853
H 12.040 1.480 2.777
H 10.224 1.235 1.116
H 8.014 2.265 1.540
H 7.620 3.527 3.615
C -2.114 5.003 1.887
C -1.062 4.580 1.084
C -0.659 3.252 1.107
C -1.306 2.345 1.930
C -2.352 2.769 2.736
C -2.759 4.097 2.717
H -2.427 6.041 1.871
H -0.553 5.288 0.441
H 0.169 2.923 0.493
H -0.980 1.314 1.954
H -2.845 2.058 3.387
H -3.574 4.425 3.351
C -5.655 7.829 -0.137
C -4.432 7.175 -0.198
C -3.272 7.898 -0.438
C -3.333 9.274 -0.609
C -4.556 9.928 -0.545
C -5.717 9.205 -0.312
H -6.559 7.263 0.048
H -4.382 6.103 -0.058
H -2.319 7.386 -0.489
H -2.426 9.837 -0.791
H -4.603 11.002 -0.677
H -6.672 9.715 -0.265
C -10.300 5.599 -0.367
C -10.863 4.560 0.361
C -10.553 4.407 1.705
C -9.686 5.297 2.324
C -9.126 6.338 1.597
C -9.431 6.487 0.251
H -10.537 5.715 -1.417
H -11.540 3.866 -0.121
H -10.986 3.592 2.271
H -9.445 5.178 3.372
H -8.449 7.032 2.078
H -8.990 7.295 -0.318
C -1.664 -2.210 4.453
C -1.848 -1.107 3.631
C -2.969 -1.038 2.811
C -3.901 -2.067 2.814
C -3.719 -3.166 3.642
C -2.599 -3.238 4.460
H -0.788 -2.266 5.086
H -1.113 -0.309 3.627
H -3.107 -0.183 2.161
H -4.769 -2.013 2.169
H -4.445 -3.969 3.644
H -2.451 -4.099 5.100
C -2.712 -4.038 0.217
C -2.893 -3.267 -0.922
C -3.252 -3.869 -2.121
C -3.437 -5.244 -2.180
C -3.258 -6.015 -1.040
C -2.893 -5.413 0.157
H -2.428 -3.570 1.147
H -2.752 -2.194 -0.874
H -3.387 -3.266 -3.010
H -3.720 -5.715 -3.114
H -3.403 -7.087 -1.086
H -2.749 -6.015 1.045
C -5.095 -9.147 -2.422
C -4.603 -10.245 -3.113
C -4.815 -10.357 -4.480
C -5.513 -9.367 -5.157
C -6.004 -8.268 -4.466
C -5.797 -8.158 -3.097
H -4.930 -9.060 -1.355
H -4.053 -11.014 -2.586
H -4.431 -11.213 -5.020
H -5.672 -9.451 -6.224
H -6.546 -7.494 -4.994
H -6.179 -7.301 -2.558
C 14.091 4.272 0.400
C 13.550 2.995 0.393
C 14.358 1.901 0.114
C 15.708 2.084 -0.153
C 16.249 3.362 -0.144
C 15.440 4.456 0.130
H 13.460 5.124 0.617
H 12.499 2.852 0.607
H 13.935 0.904 0.105
H 16.338 1.231 -0.367
H 17.302 3.505 -0.351
H 15.862 5.454 0.134
C -1.453 -9.573 -6.166
C -0.958 -10.669 -6.858
C -1.168 -10.780 -8.226
C -1.867 -9.791 -8.902
C -2.360 -8.693 -8.210
C -2.156 -8.586 -6.841
H -1.294 -9.488 -5.098
H -0.408 -11.438 -6.331
H -0.784 -11.637 -8.765
H -2.028 -9.875 -9.970
H -2.905 -7.920 -8.738
H -2.546 -7.733 -6.300
*
```

Atomic partial charges in e from the Mulliken method, atoms 1 to 2: -0.619, -0.625